The following is a quantum chemistry calculation of a 9-piece molecular cluster, C24H60N7O7 overall at a distorted geometry, from the OMol25 dataset.

Results
charge	+1

Each line ends with the Löwdin charge.
CARTESIAN COORDINATES (ANGSTROEM)
N (0.652537, 2.203919, 4.460305)  0.28
H (1.441905, 2.817412, 4.661735)  0.14
H (0.855768, 1.289929, 4.863303)  0.14
H (0.476008, 2.105396, 3.410291)  0.08
H (-0.180670, 2.604584, 4.890918)  0.14
C (-3.562065, 0.140304, 0.708112)  -0.01
N (-3.834533, 1.189782, -0.310633)  -0.34
C (-3.866571, 0.461424, -1.632291)  0.01
C (-5.203701, 1.699018, -0.039676)  0.01
C (-2.791394, 2.285449, -0.418503)  -0.09
C (-2.753482, 3.258542, 0.718565)  -0.21
O (-2.686785, 2.633278, 2.005119)  -0.11
H (-4.190202, -0.731623, 0.553024)  0.12
H (-3.635569, 0.594066, 1.691279)  0.09
H (-2.530251, -0.197000, 0.609545)  0.08
H (-4.096888, 1.208041, -2.386654)  0.11
H (-4.671392, -0.269952, -1.614124)  0.11
H (-2.932065, -0.073765, -1.767011)  0.08
H (-5.939167, 0.900690, -0.098339)  0.11
H (-5.442779, 2.459875, -0.778896)  0.12
H (-5.217905, 2.086308, 0.976583)  0.11
H (-2.950154, 2.767408, -1.379613)  0.13
H (-1.892764, 1.669355, -0.454507)  0.11
H (-3.526971, 4.025175, 0.753561)  0.13
H (-1.826488, 3.836889, 0.679449)  0.12
H (-1.805565, 2.199923, 2.033962)  0.03
C (0.350247, 0.127318, -0.093279)  -0.08
C (0.677633, 0.564016, 1.341943)  -0.45
O (-0.145049, 1.486376, 1.956479)  -0.35
H (0.385637, 1.020710, -0.725418)  0.05
H (-0.643770, -0.311689, -0.174493)  0.04
H (1.109722, -0.602502, -0.377803)  0.07
H (1.758387, 0.766633, 1.445230)  0.10
H (0.573116, -0.404109, 1.890957)  0.06
C (3.885846, -2.297841, -1.408782)  -0.36
O (3.553078, -2.274893, -2.574301)  0.00
N (5.151350, -2.282851, -0.950116)  -0.20
C (5.446285, -2.420958, 0.456202)  -0.06
C (6.259610, -2.194813, -1.872096)  -0.04
H (3.137178, -2.391149, -0.601159)  0.12
H (6.067309, -3.303655, 0.629692)  0.09
H (4.529624, -2.516314, 1.032902)  0.08
H (6.031752, -1.571004, 0.815199)  0.09
H (5.897902, -1.952223, -2.868003)  0.09
H (6.907795, -1.367822, -1.576121)  0.09
H (6.815031, -3.129890, -1.946656)  0.10
C (0.426474, -3.765162, 5.487983)  -0.36
O (1.274343, -3.112317, 6.056514)  0.02
N (0.236612, -3.743059, 4.151671)  -0.19
C (-0.768732, -4.551290, 3.501300)  -0.06
C (1.077411, -2.930933, 3.293335)  -0.04
H (-0.271142, -4.444351, 6.000881)  0.14
H (-1.454380, -5.012896, 4.208016)  0.09
H (-0.325563, -5.349067, 2.897583)  0.09
H (-1.344002, -3.920163, 2.817611)  0.07
H (0.880241, -1.875774, 3.464387)  0.05
H (2.129439, -3.168413, 3.455849)  0.10
H (0.862418, -3.154762, 2.249410)  0.08
C (-0.698098, 0.480902, -3.903230)  -0.35
O (-1.790649, 0.674213, -4.394533)  0.01
N (0.397224, 1.218922, -4.164783)  -0.18
C (1.658414, 0.965592, -3.495849)  -0.05
C (0.409850, 2.201887, -5.228571)  -0.02
H (-0.507594, -0.377607, -3.237049)  0.12
H (1.898262, 1.878371, -2.940570)  0.06
H (2.492722, 0.812314, -4.186259)  0.10
H (1.575349, 0.058177, -2.903765)  0.07
H (1.135665, 1.877910, -5.978701)  0.10
H (-0.560007, 2.285470, -5.707411)  0.09
H (0.701784, 3.173569, -4.825304)  0.07
C (0.224946, 3.947834, -1.407650)  -0.34
O (-0.880841, 4.324570, -1.736998)  0.02
N (1.385072, 4.386748, -1.950913)  -0.19
C (1.398321, 5.270352, -3.085976)  -0.06
C (2.668149, 4.153042, -1.304890)  -0.05
H (0.455779, 3.290894, -0.548298)  0.12
H (0.394415, 5.245255, -3.521675)  0.09
H (1.991706, 4.893086, -3.921136)  0.09
H (1.583949, 6.319498, -2.862255)  0.10
H (3.261164, 5.066205, -1.291227)  0.09
H (2.505184, 3.808564, -0.284601)  0.08
H (3.237141, 3.402677, -1.861494)  0.08
C (-0.783008, -4.225309, -2.615618)  0.00
C (-1.564025, -3.196540, -1.833897)  -0.49
O (-2.276356, -2.365312, -2.349021)  0.06
C (-1.459770, -3.308445, -0.336490)  -0.03
H (-0.923752, -4.108737, -3.686170)  0.09
H (-1.155336, -5.212004, -2.334303)  0.09
H (0.265660, -4.095535, -2.343699)  0.09
H (-1.876101, -2.449318, 0.181864)  0.05
H (-0.410127, -3.444964, -0.050755)  0.08
H (-1.894679, -4.225431, 0.072083)  0.09
C (-1.761644, -0.734411, 3.909931)  -0.07
C (-2.146678, -1.388686, 5.155281)  -0.27
N (-2.465176, -1.902064, 6.127849)  0.16
H (-2.021147, -1.385967, 3.076672)  0.08
H (-0.674470, -0.662146, 3.887714)  0.04
H (-2.151963, 0.266842, 3.761273)  0.07

Atoms 1-3, force components in eV/Å:
0.3 0.4 0.6
0.0 0.0 -0.1
-0.2 0.0 -0.1

---

The following is a quantum chemistry calculation of a 6-piece molecular cluster, C24H60O12 overall at a distorted geometry, from the OMol25 dataset.

Results
structure (SMILES)	COCCOC.COCCOC.COCCOC.COCCOC.COCCOC.COCCOC

Each line ends with the Löwdin charge.
CARTESIAN COORDINATES (ANGSTROEM)
C (-1.589720, -0.832160, 14.191880)  -0.11
O (-2.709650, -1.531130, 13.621880)  -0.16
C (-2.225640, -2.719670, 13.013600)  -0.23
C (-3.179100, -3.331520, 12.005260)  -0.20
O (-4.374240, -3.876690, 12.605590)  -0.19
C (-5.481160, -4.123060, 11.715920)  -0.09
H (-1.993430, -0.290620, 15.047370)  0.08
H (-1.088710, -0.097270, 13.561770)  0.08
H (-0.936180, -1.501660, 14.751110)  0.09
H (-1.974530, -3.480060, 13.753090)  0.13
H (-1.378090, -2.493870, 12.366460)  0.12
H (-2.694420, -4.175000, 11.513600)  0.13
H (-3.384750, -2.490740, 11.342760)  0.13
H (-6.268180, -3.372010, 11.783940)  0.08
H (-5.888160, -5.102760, 11.966190)  0.08
H (-5.122340, -4.164820, 10.687520)  0.08
C (10.292640, 8.361990, 13.850910)  -0.08
O (9.341360, 7.953300, 14.841720)  -0.15
C (8.967320, 8.948140, 15.661310)  -0.29
C (8.263040, 8.336700, 16.863820)  -0.19
O (7.362380, 7.449320, 16.244820)  -0.19
C (7.045180, 6.253930, 16.937920)  -0.09
H (11.242750, 8.665870, 14.290270)  0.08
H (9.939240, 9.134440, 13.167890)  0.09
H (10.591850, 7.475570, 13.291600)  0.09
H (8.266270, 9.659020, 15.223970)  0.12
H (9.765890, 9.643460, 15.919990)  0.12
H (7.772750, 9.091870, 17.478180)  0.12
H (8.965410, 7.798370, 17.500200)  0.12
H (6.463370, 5.626200, 16.262970)  0.08
H (6.415320, 6.588510, 17.762190)  0.07
H (7.913030, 5.688710, 17.277700)  0.09
C (2.836620, 2.169120, 9.703920)  -0.13
O (1.558950, 2.758390, 9.857700)  -0.19
C (1.612690, 4.016600, 10.558740)  -0.15
C (2.101790, 3.913620, 12.044760)  -0.19
O (3.443290, 4.339860, 12.109760)  -0.17
C (3.809730, 4.558820, 13.432420)  -0.13
H (3.452710, 2.567280, 8.897690)  0.09
H (2.673080, 1.145760, 9.366150)  0.08
H (3.468000, 2.084670, 10.588410)  0.08
H (0.596940, 4.410800, 10.527810)  0.11
H (2.181800, 4.680640, 9.908140)  0.12
H (2.050960, 2.840830, 12.230830)  0.12
H (1.489160, 4.440810, 12.776090)  0.10
H (3.896580, 3.638080, 14.009320)  0.09
H (3.167510, 5.228700, 14.004180)  0.07
H (4.798330, 5.008300, 13.525830)  0.09
C (0.250440, 2.051590, 15.152010)  -0.08
O (0.591070, 3.428140, 15.220120)  -0.22
C (0.662190, 3.873590, 16.537210)  -0.22
C (1.494690, 5.183500, 16.645430)  -0.10
O (2.960530, 4.933820, 16.499480)  -0.23
C (3.675440, 4.553940, 17.656240)  -0.10
H (-0.676800, 1.884830, 15.700200)  0.09
H (1.104560, 1.506860, 15.554310)  0.10
H (0.153270, 1.782640, 14.100190)  0.08
H (1.123940, 3.123180, 17.178900)  0.11
H (-0.355180, 3.997480, 16.908310)  0.12
H (1.447260, 5.728710, 17.588080)  0.11
H (1.126320, 5.920620, 15.931950)  0.11
H (3.766610, 5.464170, 18.248920)  0.06
H (4.656650, 4.451220, 17.192800)  0.08
H (3.311450, 3.690080, 18.212440)  0.09
C (-1.115890, 5.493170, 13.948630)  -0.11
O (-2.190330, 6.386140, 13.771270)  -0.18
C (-3.472310, 5.797530, 13.520220)  -0.17
C (-4.175670, 5.073750, 14.714240)  -0.19
O (-4.461800, 5.906310, 15.804730)  -0.18
C (-5.388840, 6.887710, 15.617510)  -0.15
H (-0.168970, 6.023210, 13.846090)  0.09
H (-0.918060, 4.815780, 13.117900)  0.08
H (-1.306860, 4.935500, 14.865500)  0.08
H (-3.177520, 5.029050, 12.805630)  0.11
H (-4.167530, 6.469530, 13.017040)  0.12
H (-3.450210, 4.372910, 15.127330)  0.11
H (-5.042290, 4.500220, 14.385390)  0.12
H (-6.283180, 6.449780, 15.174270)  0.09
H (-5.142040, 7.666260, 14.895680)  0.09
H (-5.660100, 7.311640, 16.584360)  0.10
C (3.793950, 8.796250, 17.883120)  -0.12
O (4.127800, 9.180990, 19.175820)  -0.20
C (3.575330, 8.309500, 20.230340)  -0.16
C (3.942020, 8.824950, 21.645680)  -0.21
O (5.263800, 9.299550, 21.609170)  -0.20
C (6.284390, 8.403030, 22.154350)  -0.06
H (4.208620, 9.606750, 17.283760)  0.10
H (2.742240, 8.519470, 17.809670)  0.09
H (4.422290, 7.925780, 17.694500)  0.07
H (4.100390, 7.362140, 20.108110)  0.10
H (2.517400, 8.066070, 20.132200)  0.12
H (3.816060, 7.936250, 22.264100)  0.12
H (3.313470, 9.686420, 21.871310)  0.13
H (6.075880, 8.139980, 23.191380)  0.07
H (7.302350, 8.784350, 22.074020)  0.09
H (5.969430, 7.475750, 21.675780)  0.08

Atoms 1-3, force components in eV/Å:
-1.4 0.0 1.6
1.2 -0.1 -0.3
-0.6 -0.6 -0.5

---

Calculated frontier orbital gap in order - 8.27 9.87 eV
Calculated energy above the lowest of the compared OMol25 structures with the same formula, charge and spin in order - 0.0 703.1 kJ/mol